A structure of composition C39H36AsCl2N4O11S2SiW, computed with wB97M-V/def2-TZVPD.

CARTESIAN COORDINATES (ANGSTROEM)
W (0.400, 0.585, 0.396)
Cl (2.296, -3.313, 0.396)
C (0.759, -3.512, -0.363)
C (0.451, -4.774, -0.896)
C (-0.761, -4.978, -1.479)
Cl (-1.132, -6.539, -2.123)
C (-1.718, -3.937, -1.551)
C (-3.000, -4.112, -2.117)
C (-3.874, -3.068, -2.124)
C (-3.458, -1.841, -1.577)
N (-2.274, -1.625, -1.059)
C (-1.397, -2.658, -1.024)
C (-0.121, -2.450, -0.410)
O (0.296, -1.307, 0.152)
H (1.178, -5.569, -0.827)
H (-3.271, -5.075, -2.525)
H (-4.869, -3.166, -2.536)
H (-4.147, -1.005, -1.567)
O (2.860, 0.610, 4.045)
As (2.980, 0.118, 2.365)
O (3.067, 1.817, 1.664)
O (1.231, 0.068, 2.047)
C (4.084, 2.244, 0.886)
C (5.124, 2.999, 1.404)
C (6.115, 3.476, 0.558)
C (6.089, 3.214, -0.807)
C (5.051, 2.465, -1.335)
C (4.058, 1.983, -0.490)
S (2.757, 1.054, -1.220)
O (2.497, -0.144, -0.310)
O (1.462, 1.835, -0.797)
O (0.447, -0.362, -2.216)
H (2.003, 1.012, 4.245)
H (5.140, 3.207, 2.466)
H (6.924, 4.063, 0.972)
H (6.872, 3.588, -1.451)
H (5.009, 2.246, -2.395)
C (-3.462, 1.798, 1.297)
Si (-2.650, 2.231, -0.326)
C (-2.536, 4.123, -0.308)
C (-3.880, 1.753, -1.676)
N (-1.046, 1.404, -0.778)
C (-0.800, 1.607, -2.174)
C (-0.098, 0.660, -2.931)
C (0.082, 0.766, -4.296)
C (-0.419, 1.865, -4.970)
C (-1.076, 2.851, -4.252)
C (-1.257, 2.720, -2.885)
H (-4.421, 2.326, 1.257)
H (-2.921, 2.175, 2.166)
H (-3.671, 0.739, 1.427)
H (-3.079, 4.473, 0.575)
H (-3.034, 4.554, -1.179)
H (-1.529, 4.523, -0.250)
H (-4.747, 1.262, -1.230)
H (-3.467, 1.096, -2.440)
H (-4.248, 2.647, -2.183)
H (0.780, -1.079, -2.763)
H (0.629, -0.009, -4.821)
H (-0.280, 1.958, -6.038)
H (-1.452, 3.732, -4.754)
H (-1.757, 3.521, -2.367)
O (-0.714, 1.063, 3.657)
C (-1.252, 0.286, 2.894)
O (-1.138, 0.405, 1.563)
C (-2.185, -0.763, 3.355)
C (-2.752, -1.664, 2.468)
C (-3.608, -2.674, 2.906)
C (-3.859, -2.726, 4.256)
O (-4.648, -3.600, 4.928)
C (-4.557, -3.250, 6.314)
O (-3.718, -2.102, 6.415)
C (-3.293, -1.821, 5.149)
C (-2.452, -0.828, 4.736)
H (-2.525, -1.568, 1.420)
H (-4.055, -3.383, 2.222)
H (-4.111, -4.079, 6.864)
H (-5.552, -3.009, 6.688)
H (-2.004, -0.126, 5.424)
N (-0.237, 3.430, 3.763)
C (0.156, 4.043, 2.656)
S (0.369, 3.275, 1.150)
N (0.402, 5.367, 2.674)
C (0.173, 6.283, 3.736)
C (1.144, 7.243, 3.996)
C (0.937, 8.182, 4.993)
C (-0.231, 8.158, 5.743)
C (-1.200, 7.204, 5.476)
C (-1.011, 6.272, 4.465)
H (-0.385, 2.423, 3.721)
H (-0.212, 3.912, 4.648)
H (0.835, 5.725, 1.837)
H (2.061, 7.248, 3.419)
H (1.694, 8.929, 5.189)
H (-0.388, 8.887, 6.527)
H (-2.121, 7.193, 6.042)
H (-1.795, 5.565, 4.228)

Output
electronic energy	-186766.168	eV
E_HOMO	-10.4	eV
energy relative to the best compared isomer or geometry (same formula, charge and spin)	41.27	kcal/mol
net charge	+1


A cluster of 11 separate species, C15H52O11 in total, computed with wB97M-V/def2-TZVPD.

CARTESIAN COORDINATES (ANGSTROEM)
C (3.072, 1.215, 1.175)
C (2.892, 2.731, 1.175)
C (3.254, 3.407, 2.498)
O (3.622, 3.341, 0.162)
H (3.172, 0.846, 0.154)
H (2.217, 0.691, 1.602)
H (3.921, 0.777, 1.700)
H (1.852, 2.986, 0.971)
H (2.736, 4.363, 2.584)
H (4.330, 3.481, 2.655)
H (2.869, 2.721, 3.252)
H (3.109, 4.150, 0.093)
C (0.509, -2.242, 2.902)
C (1.817, -2.865, 3.180)
C (2.971, -2.269, 2.330)
O (2.054, -2.697, 4.519)
H (0.292, -2.180, 1.836)
H (0.481, -1.217, 3.270)
H (-0.331, -2.815, 3.296)
H (1.784, -3.908, 2.866)
H (2.746, -2.027, 1.292)
H (3.861, -2.894, 2.403)
H (3.304, -1.363, 2.837)
H (1.176, -2.767, 4.899)
C (2.844, 1.798, -3.004)
O (3.874, 1.703, -2.062)
H (3.235, 1.698, -4.017)
H (2.144, 0.964, -2.960)
H (2.296, 2.726, -2.837)
H (3.701, 2.293, -1.324)
C (-0.190, 1.219, -4.820)
O (-0.665, 0.210, -5.744)
H (-0.160, 0.882, -3.783)
H (0.828, 1.480, -5.107)
H (-0.753, 2.136, -4.994)
H (0.036, -0.444, -5.791)
C (-4.282, -0.694, 0.693)
O (-5.006, -1.679, 1.403)
H (-3.281, -0.517, 1.088)
H (-4.283, -0.927, -0.372)
H (-4.795, 0.267, 0.709)
H (-4.471, -2.476, 1.393)
C (-0.775, 3.199, -0.770)
O (-1.425, 3.404, -2.015)
H (-1.003, 4.067, -0.152)
H (-1.095, 2.311, -0.227)
H (0.291, 3.214, -0.999)
H (-0.978, 4.178, -2.365)
C (-0.793, 1.562, 3.540)
O (-0.628, 2.025, 2.247)
H (0.145, 1.202, 3.962)
H (-1.239, 2.288, 4.219)
H (-1.460, 0.706, 3.648)
H (-1.489, 2.416, 2.078)
C (-2.384, -3.865, 0.987)
O (-3.652, -4.015, 1.511)
H (-2.389, -3.032, 0.284)
H (-1.640, -3.757, 1.776)
H (-2.090, -4.737, 0.402)
H (-3.754, -4.711, 2.164)
C (-0.007, -0.231, -0.459)
O (-1.057, -1.093, -0.876)
H (0.242, 0.453, -1.269)
H (-0.235, 0.314, 0.457)
H (0.942, -0.715, -0.229)
H (-1.798, -0.554, -1.161)
C (-3.249, 0.541, -2.956)
O (-2.983, 1.008, -1.654)
H (-2.372, 0.324, -3.566)
H (-3.773, -0.415, -2.984)
H (-3.816, 1.240, -3.571)
H (-2.745, 1.931, -1.773)
C (-0.195, -3.734, -2.396)
O (0.008, -3.544, -1.003)
H (-0.146, -2.747, -2.855)
H (0.516, -4.489, -2.730)
H (-1.216, -4.070, -2.581)
H (-0.539, -2.781, -0.803)

Output
electronic energy	-38915.827	eV
E_HOMO	-9.6	eV
energy relative to the best compared isomer or geometry (same formula, charge and spin)	124.41	kcal/mol
SMILES	CC(C)O.CC(C)O.CO.CO.CO.CO.CO.CO.CO.CO.CO
net charge	0


A structure of composition C32H38BrClF5GeO3RuSe2, computed with wB97M-V/def2-TZVPD.

CARTESIAN COORDINATES (ANGSTROEM)
Ru (2.115, -0.979, 0.620)
Cl (6.048, -0.257, 6.620)
C (4.885, -0.219, 5.333)
C (3.524, -0.065, 5.642)
C (2.578, -0.023, 4.653)
C (2.942, -0.146, 3.292)
O (2.021, -0.047, 2.389)
C (4.328, -0.310, 2.995)
C (4.818, -0.401, 1.656)
O (4.142, -0.487, 0.619)
C (5.283, -0.335, 4.034)
H (3.228, 0.015, 6.679)
H (1.529, 0.090, 4.888)
H (5.905, -0.356, 1.529)
H (6.332, -0.447, 3.791)
C (-1.969, -0.270, -5.601)
C (-2.825, -0.405, -4.342)
C (-3.735, -1.629, -4.507)
C (-3.688, 0.857, -4.208)
C (-1.972, -0.570, -3.086)
C (-0.591, -0.593, -3.117)
C (0.104, -0.741, -1.928)
Br (2.019, -0.763, -1.988)
C (-0.504, -0.877, -0.683)
O (0.176, -0.992, 0.453)
C (-1.922, -0.869, -0.643)
C (-2.595, -0.711, -1.840)
C (-2.659, -1.025, 0.686)
C (-2.286, -2.365, 1.343)
C (-4.176, -1.017, 0.486)
C (-2.309, 0.144, 1.621)
H (-2.617, -0.182, -6.474)
H (-1.330, -1.142, -5.751)
H (-1.337, 0.620, -5.566)
H (-4.348, -1.524, -5.405)
H (-4.407, -1.748, -3.656)
H (-3.145, -2.542, -4.599)
H (-4.302, 0.992, -5.101)
H (-3.063, 1.743, -4.085)
H (-4.358, 0.796, -3.350)
H (-0.039, -0.495, -4.041)
H (-3.676, -0.700, -1.817)
H (-2.510, -3.196, 0.671)
H (-2.877, -2.501, 2.252)
H (-1.233, -2.405, 1.609)
H (-4.510, -1.841, -0.148)
H (-4.526, -0.078, 0.051)
H (-4.658, -1.129, 1.457)
H (-1.245, 0.181, 1.843)
H (-2.857, 0.036, 2.560)
H (-2.604, 1.094, 1.168)
C (-1.207, 3.996, 0.369)
Ge (0.295, 5.140, 0.876)
C (0.083, 5.718, 2.736)
C (0.390, 6.706, -0.300)
C (2.018, 4.171, 0.745)
Se (1.918, 2.387, -0.033)
C (1.344, 2.874, -1.832)
H (-2.131, 4.371, 0.810)
H (-1.037, 2.977, 0.720)
H (-1.332, 3.962, -0.713)
H (-0.893, 6.179, 2.888)
H (0.850, 6.441, 3.011)
H (0.162, 4.862, 3.407)
H (-0.531, 7.287, -0.248)
H (0.541, 6.404, -1.337)
H (1.218, 7.355, -0.011)
H (2.424, 4.016, 1.746)
H (2.759, 4.744, 0.187)
H (1.116, 3.938, -1.846)
H (0.446, 2.316, -2.092)
H (2.133, 2.669, -2.550)
F (0.723, -8.133, -0.741)
C (1.109, -6.973, -0.211)
C (1.748, -6.940, 1.017)
F (1.980, -8.074, 1.678)
C (2.140, -5.726, 1.547)
F (2.752, -5.738, 2.738)
C (1.923, -4.513, 0.899)
Se (2.511, -2.950, 1.842)
C (1.282, -4.583, -0.327)
F (1.023, -3.479, -1.036)
C (0.878, -5.787, -0.882)
F (0.264, -5.802, -2.067)

Output
electronic energy	-325885.202	eV
2S+1	2
<S²>	0.761
E_HOMO (spin up / spin down)	-7.9 / -7.9	eV
energy relative to the best compared isomer or geometry (same formula, charge and spin)	17.24	kcal/mol
net charge	0


A structure of composition C15H19AlNO, computed with wB97M-V/def2-TZVPD.

CARTESIAN COORDINATES (ANGSTROEM)
Al (0.248, -0.188, -0.197)
C (2.221, -0.234, 2.770)
C (1.193, -0.853, 1.871)
C (-0.185, -0.554, 2.018)
C (-1.180, -1.220, 1.271)
C (-2.641, -1.018, 1.543)
C (-0.751, -2.074, 0.219)
C (0.607, -2.469, 0.092)
C (1.001, -3.565, -0.852)
C (1.563, -1.770, 0.859)
H (2.644, 0.675, 2.334)
H (3.046, -0.926, 2.935)
H (1.781, 0.037, 3.729)
H (-0.489, 0.094, 2.833)
H (-3.099, -0.320, 0.836)
H (-2.799, -0.635, 2.549)
H (-3.172, -1.964, 1.432)
H (-1.503, -2.604, -0.355)
H (1.164, -3.200, -1.870)
H (0.214, -4.315, -0.910)
H (1.924, -4.038, -0.520)
H (2.608, -2.053, 0.776)
O (1.294, -0.044, -1.696)
C (1.004, 1.119, -2.585)
C (0.000, 1.965, -1.848)
C (-0.437, 3.166, -2.347)
C (-1.352, 3.903, -1.603)
C (-1.801, 3.419, -0.375)
C (-1.335, 2.211, 0.069)
N (-0.447, 1.481, -0.658)
H (2.049, -0.563, -2.023)
H (0.615, 0.725, -3.521)
H (1.942, 1.647, -2.750)
H (-0.066, 3.531, -3.297)
H (-1.707, 4.857, -1.975)
H (-2.503, 3.979, 0.228)
H (-1.649, 1.795, 1.017)

Output
electronic energy	-25971.212	eV
E_HOMO	-20.8	eV
net charge	+3


The molecule N2O3S, computed with wB97M-V/def2-TZVPD.

CARTESIAN COORDINATES (ANGSTROEM)
N (-1.581, 0.079, -1.513)
N (-0.630, 0.094, -0.965)
O (1.562, -0.869, 0.071)
O (-0.623, -0.645, 1.045)
O (0.709, 1.342, 0.817)
S (0.563, -0.002, 0.545)

Output
electronic energy	-19956.158	eV
E_HOMO	-11.8	eV
energy relative to the best compared isomer or geometry (same formula, charge and spin)	26.79	kcal/mol
net charge	0


The molecule C6H8FNO3S, computed with wB97M-V/def2-TZVPD.

CARTESIAN COORDINATES (ANGSTROEM)
C (1.801, 0.016, 1.862)
C (1.389, 0.138, 0.402)
C (0.624, 1.404, 0.145)
C (-0.349, 1.590, -0.739)
C (-0.851, 0.728, -1.815)
C (-1.507, -0.430, -1.848)
N (-1.935, -1.217, -0.786)
F (-2.112, -2.541, -1.201)
S (-0.888, -1.225, 0.611)
O (-0.949, -2.531, 1.153)
O (-1.292, -0.120, 1.407)
O (0.577, -1.003, 0.013)
H (2.149, -0.994, 2.059)
H (0.942, 0.221, 2.498)
H (2.599, 0.722, 2.078)
H (2.259, 0.053, -0.264)
H (0.898, 2.223, 0.794)
H (-0.791, 2.580, -0.784)
H (-0.738, 1.214, -2.780)
H (-1.827, -0.828, -2.803)

Output
electronic energy	-27532.752	eV
E_HOMO	-9.3	eV
energy relative to the best compared isomer or geometry (same formula, charge and spin)	0.00	kcal/mol
SMILES	C[C@@H]1/C=C\C=C/N(F)S(=O)(=O)O1
net charge	0


The molecule C5H10O, computed with wB97M-V/def2-TZVPD.

CARTESIAN COORDINATES (ANGSTROEM)
C (1.994, -0.200, -0.380)
C (0.732, -0.516, 0.420)
C (-0.553, -0.057, -0.279)
C (-1.807, -0.488, 0.497)
C (-0.590, 1.455, -0.409)
O (-0.351, 2.202, 0.512)
H (2.125, 0.880, -0.507)
H (2.887, -0.584, 0.125)
H (1.954, -0.656, -1.377)
H (0.663, -1.597, 0.597)
H (0.781, -0.033, 1.404)
H (-0.591, -0.485, -1.290)
H (-1.805, -0.030, 1.493)
H (-2.726, -0.184, -0.017)
H (-1.830, -1.577, 0.609)
H (-0.885, 1.867, -1.398)

Output
electronic energy	-7394.414	eV
E_HOMO	-9.8	eV
energy relative to the best compared isomer or geometry (same formula, charge and spin)	8.10	kcal/mol
SMILES	CC[C@@H](C)C=O
net charge	0


A structure of composition C5H8AlCl2MgNO6PS, computed with wB97M-V/def2-TZVPD.

CARTESIAN COORDINATES (ANGSTROEM)
C (2.217, -0.924, 0.366)
P (0.926, 0.087, 1.103)
O (1.620, 1.715, 1.209)
C (-0.625, 0.413, 0.064)
C (-1.801, -0.315, 0.777)
S (-1.269, -1.784, 1.581)
O (-0.264, -2.340, 0.712)
O (-0.924, -1.458, 2.933)
O (-0.818, 1.758, 0.325)
Al (-0.284, 2.578, -1.222)
Cl (-0.775, 4.604, -1.530)
O (-1.197, 1.233, -2.040)
C (-0.687, 0.136, -1.517)
Cl (0.873, -0.230, -2.387)
O (-1.594, -0.962, -1.735)
C (-1.201, -2.032, -2.354)
N (-1.081, -3.097, -2.767)
H (1.907, -1.398, -0.551)
H (2.419, -1.719, 1.085)
H (3.129, -0.343, 0.259)
H (1.906, 1.695, 2.127)
H (-2.241, 0.336, 1.526)
H (-2.602, -0.567, 0.090)
H (-2.354, -2.579, 1.591)
H (1.316, 2.421, -1.156)
Mg (3.401, 2.772, 1.509)

Output
electronic energy	-76290.521	eV
E_HOMO	-12.6	eV
energy relative to the best compared isomer or geometry (same formula, charge and spin)	0.00	kcal/mol
net charge	+1


A structure of composition C9H9ClN3OPtS, computed with wB97M-V/def2-TZVPD.

CARTESIAN COORDINATES (ANGSTROEM)
Pt (-1.023, -1.636, 0.507)
N (-2.330, 0.915, 3.775)
C (-1.613, 0.421, 2.706)
S (-1.531, -1.350, 2.639)
N (-1.059, 1.286, 1.910)
N (-0.288, 0.649, 0.973)
C (0.389, 1.346, 0.149)
C (1.278, 0.740, -0.838)
C (2.002, 1.648, -1.621)
C (2.923, 1.261, -2.572)
C (3.140, -0.102, -2.754)
C (2.449, -1.027, -2.008)
C (1.487, -0.668, -1.029)
O (0.901, -1.656, -0.399)
H (-3.024, 0.288, 4.144)
H (-2.619, 1.875, 3.659)
H (0.348, 2.442, 0.193)
H (1.821, 2.704, -1.451)
H (3.464, 1.994, -3.155)
H (3.859, -0.443, -3.491)
H (2.611, -2.088, -2.149)
Cl (-3.425, -3.688, 0.187)
C (-2.937, -1.906, 0.276)
H (-3.593, -1.508, 1.051)
H (-3.230, -1.498, -0.700)

Output
electronic energy	-42601.883	eV
E_HOMO	-3.8	eV
net charge	-1


A structure of composition C24H18BrN3O4PtS2, computed with wB97M-V/def2-TZVPD.

CARTESIAN COORDINATES (ANGSTROEM)
Pt (1.041, 1.190, -0.285)
Br (2.120, 3.346, -0.216)
C (1.556, 3.926, -1.948)
C (1.934, 5.148, -2.405)
C (1.490, 5.532, -3.688)
C (0.724, 4.679, -4.428)
C (0.346, 3.404, -3.939)
C (-0.408, 2.504, -4.725)
C (-0.709, 1.273, -4.228)
C (-0.316, 0.888, -2.928)
C (0.389, 1.722, -2.094)
C (0.749, 3.003, -2.637)
H (2.555, 5.804, -1.812)
H (1.772, 6.501, -4.078)
H (0.395, 4.966, -5.419)
H (-0.718, 2.802, -5.719)
H (-1.263, 0.565, -4.831)
H (-0.583, -0.107, -2.609)
O (0.415, -2.107, -1.713)
S (-0.247, -1.897, -0.461)
O (0.287, -2.616, 0.675)
N (-0.398, -0.283, -0.118)
C (-1.703, 0.129, -0.062)
S (-2.207, 1.662, 0.211)
C (-2.636, -1.007, -0.289)
C (-4.022, -0.988, -0.270)
C (-4.698, -2.171, -0.523)
C (-4.011, -3.356, -0.786)
C (-2.624, -3.383, -0.799)
C (-1.974, -2.189, -0.550)
H (-4.541, -0.061, -0.065)
H (-5.780, -2.179, -0.516)
H (-4.566, -4.264, -0.980)
H (-2.075, -4.293, -0.997)
O (-1.643, -3.334, 4.605)
C (-0.283, -3.696, 4.517)
N (0.496, -2.735, 3.774)
C (1.518, -2.039, 4.324)
O (1.960, -2.227, 5.442)
C (2.135, -0.998, 3.429)
C (3.447, -0.619, 3.663)
C (4.028, 0.319, 2.826)
C (3.276, 0.851, 1.797)
N (1.995, 0.513, 1.584)
C (1.442, -0.388, 2.396)
H (-2.020, -3.312, 3.720)
H (-0.175, -4.684, 4.061)
H (0.107, -3.719, 5.530)
H (0.278, -2.604, 2.794)
H (3.982, -1.070, 4.487)
H (5.052, 0.636, 2.959)
H (3.711, 1.565, 1.115)
H (0.401, -0.601, 2.212)

Output
electronic energy	-132800.887	eV
E_HOMO	-8.0	eV
energy relative to the best compared isomer or geometry (same formula, charge and spin)	6.37	kcal/mol
net charge	0